The following is a DFT calculation (ωB97M-V with the def2-TZVPD basis set) of C6H12O6 as an isolated structure.

- energy relative to the best compared isomer or geometry (same formula, charge and spin) (kJ/mol) = 695.22
- highest occupied orbital energy (eV) = -10.13
- LUMO level (eV) = 0.20

XYZ file:
```
24
Properties=species:S:1:pos:R:3:nbo_charge:R:1
C -0.5164 0.1822 2.5674 -0.10
C 0.3347 0.0228 1.2462 0.04
C 0.2192 1.2893 -0.8189 0.35
C -0.2028 0.2332 -1.7783 0.00
C 0.2713 -1.0626 -1.0804 0.06
C -0.0090 -1.1933 0.3546 0.02
H -1.3506 2.0013 2.1997 0.48
H -1.6359 0.0650 2.0958 0.16
H -0.4769 -0.4725 3.7198 0.22
H 1.4203 -0.0359 1.5621 0.18
H -0.4479 2.2506 -1.0509 0.19
H 2.3851 1.1846 -0.2825 0.47
H 0.5656 0.5477 -2.5145 0.22
H -1.3825 1.0893 -3.2157 0.47
H 1.4363 -0.9742 -1.1313 0.17
H 0.3079 -2.8396 -1.5043 0.48
H -1.0036 -1.2776 0.5005 0.18
H 0.4984 -2.4375 1.7930 0.48
O -0.7162 1.5433 3.0895 -0.72
O -0.0130 1.2425 0.5561 -0.53
O 1.5931 1.7956 -0.9379 -0.74
O -1.6648 0.4142 -2.1858 -0.68
O -0.1059 -2.1001 -1.9370 -0.68
O 0.7945 -2.3869 0.7757 -0.72
```

=====

The following is a DFT calculation (ωB97M-V with the def2-TZVPD basis set) of C38H42N6PdSe as an isolated structure.

- highest occupied orbital energy (eV) = -13.80
- LUMO level (eV) = -7.85
- total charge = +2

XYZ file:
```
88
Properties=species:S:1:pos:R:3:lowdin_charge:R:1
Pd -0.1190 -0.2402 0.3975 1.01
C -0.0043 -2.2527 2.2956 -0.01
C 1.1041 -3.1333 1.7444 -0.34
C 2.3874 -2.3727 1.4010 -0.04
C 0.5609 -3.9394 0.5795 -0.14
C 0.5660 -5.3174 0.6802 -0.01
C 0.0668 -6.1112 -0.3405 -0.02
C -0.5004 -5.5151 -1.4457 -0.01
C -0.5566 -4.1321 -1.5929 -0.12
C -1.3678 -3.5899 -2.7695 -0.39
C -0.7523 -3.9832 -4.1173 -0.05
C -2.8195 -4.0787 -2.6763 -0.05
C 0.0629 -3.3414 -0.6008 -0.12
N 0.2100 -1.9373 -0.8124 0.03
C 0.4384 -1.5023 -1.9721 -0.08
C 0.2898 -0.0937 -2.2867 -0.07
N 0.0313 0.7823 -1.4111 0.04
C 0.0112 2.1483 -1.8048 -0.13
C -1.0137 2.9859 -1.3284 -0.12
C -1.1553 4.2365 -1.9048 -0.01
C -0.2903 4.6742 -2.8938 -0.01
C 0.7684 3.8755 -3.2817 -0.01
C 0.9717 2.6196 -2.7295 -0.13
C 2.2693 1.8928 -3.0867 -0.39
C 3.4757 2.7320 -2.6443 -0.05
C 2.3648 1.5769 -4.5837 -0.05
C -1.9623 2.5676 -0.2157 -0.38
C -1.4454 3.1593 1.1032 -0.04
C -3.4156 2.9798 -0.4604 -0.04
H 0.2941 -1.7033 3.1851 0.10
H -0.9180 -2.8077 2.5023 0.12
H -0.3097 -1.5352 1.4910 -0.01
H 1.3597 -3.8354 2.5398 0.15
H 2.2213 -1.6259 0.6280 0.04
H 3.1432 -3.0678 1.0330 0.10
H 2.7918 -1.8759 2.2866 0.09
H 0.9773 -5.7809 1.5698 0.13
H 0.0845 -7.1902 -0.2494 0.13
H -0.9399 -6.1396 -2.2151 0.13
H -1.4125 -2.5006 -2.7216 0.11
H -0.7707 -5.0664 -4.2486 0.09
H 0.2910 -3.6667 -4.2075 0.08
H -1.3182 -3.5380 -4.9373 0.09
H -2.8872 -5.1587 -2.8166 0.09
H -3.4198 -3.6017 -3.4524 0.09
H -3.2562 -3.8343 -1.7060 0.09
H 0.7912 -2.1767 -2.7495 0.14
H 0.3094 0.1947 -3.3340 0.14
H -1.9653 4.8792 -1.5884 0.12
H -0.4190 5.6552 -3.3345 0.13
H 1.4699 4.2472 -4.0184 0.12
H 2.3319 0.9539 -2.5331 0.11
H 3.5343 3.6690 -3.1996 0.09
H 4.3977 2.1773 -2.8291 0.09
H 3.4235 2.9731 -1.5798 0.08
H 2.4185 2.4963 -5.1685 0.09
H 1.5052 1.0099 -4.9531 0.08
H 3.2687 1.0011 -4.7906 0.09
H -1.9427 1.4843 -0.1517 0.07
H -1.3663 4.2451 1.0172 0.10
H -0.4533 2.7725 1.3483 0.06
H -2.1282 2.9350 1.9272 0.08
H -3.5516 4.0585 -0.3771 0.08
H -4.0622 2.5176 0.2887 0.08
H -3.7593 2.6689 -1.4484 0.10
Se 0.2908 2.2583 7.7347 1.22
N -1.0796 1.8881 6.6829 -0.21
C -0.5865 1.6565 5.4959 -0.34
C -1.4040 1.2990 4.3409 -0.07
C -2.7965 1.2265 4.3955 0.04
C -3.4964 0.8711 3.2661 0.00
C -2.7856 0.5617 2.1119 -0.12
N -1.4602 0.6206 2.0518 -0.01
C -0.7669 1.0123 3.1366 -0.18
C 0.6991 1.1615 2.9957 -0.16
N 1.2276 0.9726 1.7725 0.03
C 2.5285 1.1697 1.5929 -0.11
C 3.3852 1.5180 2.6295 -0.01
C 2.8603 1.6922 3.8884 0.04
C 1.4878 1.5342 4.0813 -0.07
C 0.8423 1.7599 5.3703 -0.34
N 1.4959 2.0717 6.4565 -0.21
H -3.3023 1.4646 5.3242 0.13
H -4.5771 0.8245 3.2616 0.13
H -3.3025 0.2531 1.2120 0.13
H 2.9042 1.0477 0.5840 0.11
H 4.4419 1.6471 2.4351 0.13
H 3.4845 1.9649 4.7310 0.13
```

=====

The following is a DFT calculation (ωB97M-V with the def2-TZVPD basis set) of a 7-piece molecular cluster, C24H46BBr12N2O3S overall.

- highest occupied orbital energy (eV) = -3.65
- LUMO level (eV) = 1.65
- total charge = -1

XYZ file:
```
89
Properties=species:S:1:pos:R:3:lowdin_charge:R:1
C -0.0670 -3.7101 1.7414 -0.07
C 0.2638 -2.7041 0.6408 -0.40
O -0.2172 -1.4273 0.9652 -0.09
B -1.0664 -0.9064 -0.1663 -0.61
O -0.7674 -1.8489 -1.2872 -0.10
C -0.3677 -3.0596 -0.7111 -0.36
C 0.5439 -3.7740 -1.7138 -0.13
C 1.8238 -2.9749 -1.9927 -0.20
C 2.3631 -3.1047 -3.4268 -0.21
C 2.8093 -1.7572 -4.0020 -0.22
C 1.6484 -0.7775 -4.1785 -0.19
C 2.0894 0.5981 -4.7119 -0.25
C 1.4447 1.8158 -4.0147 -0.44
S 2.6252 2.9925 -3.2787 0.93
C 2.9814 2.1375 -1.8086 -0.70
N 2.8104 2.5338 -0.5926 0.06
N 3.2729 1.5142 0.2279 0.06
C 3.6567 0.5800 -0.5644 -0.19
O 3.5346 0.8932 -1.8653 0.02
H -1.1460 -3.8505 1.8184 0.02
H 0.3203 -3.3301 2.6931 0.07
H 0.4189 -4.6743 1.5392 0.07
H 1.3668 -2.6489 0.5784 0.13
H -0.7600 0.2538 -0.4650 0.04
H -2.2850 -0.9534 0.1361 0.04
H -1.2537 -3.6996 -0.5184 0.14
H 0.7786 -4.7875 -1.3566 0.11
H -0.0386 -3.8624 -2.6366 0.11
H 2.6011 -3.2842 -1.2827 0.11
H 1.5991 -1.9298 -1.7657 0.10
H 1.5819 -3.5210 -4.0742 0.10
H 3.2005 -3.8119 -3.4486 0.10
H 3.5643 -1.3181 -3.3387 0.10
H 3.3051 -1.9226 -4.9696 0.11
H 1.1194 -0.6589 -3.2276 0.10
H 0.9165 -1.2235 -4.8631 0.12
H 3.1785 0.6852 -4.6722 0.09
H 1.8242 0.6598 -5.7732 0.05
H 0.7564 1.5134 -3.2199 0.09
H 0.8849 2.4155 -4.7361 0.04
H 4.0415 -0.3923 -0.2973 0.13
Br -0.5461 -5.8032 5.2505 0.59
C -2.3423 -5.0755 5.0777 -0.73
C -3.2712 -6.0259 4.3674 -0.69
Br -2.8998 -6.0330 2.4649 0.65
H -2.2417 -4.1319 4.5520 0.02
H -2.6788 -4.8913 6.0950 0.03
H -4.3012 -5.6932 4.4748 0.06
H -3.1755 -7.0462 4.7252 0.05
Br 0.5920 2.1292 -7.9915 0.63
C -0.5815 3.6566 -8.2378 -0.69
C -1.3766 3.9554 -6.9939 -0.70
Br -2.7980 2.6645 -6.7114 0.62
H -1.2198 3.4268 -9.0848 0.05
H 0.0687 4.4952 -8.4795 0.05
H -1.8609 4.9252 -7.0806 0.06
H -0.7582 3.9372 -6.1016 0.04
Br -2.8885 -2.5668 9.9912 0.59
C -1.3006 -2.9728 8.9441 -0.69
C -0.9380 -1.8456 8.0143 -0.68
Br -2.1115 -1.7509 6.4734 0.66
H -1.5030 -3.8937 8.4064 0.04
H -0.5058 -3.1412 9.6669 0.06
H 0.0590 -2.0065 7.6098 0.06
H -0.9842 -0.8768 8.5023 0.05
Br -3.9769 1.3711 9.0890 0.59
C -5.2243 2.0916 7.7825 -0.69
C -5.1356 1.3773 6.4597 -0.69
Br -3.5672 1.9000 5.4495 0.65
H -5.0035 3.1506 7.6887 0.02
H -6.2111 1.9563 8.2194 0.06
H -5.9868 1.6409 5.8358 0.06
H -5.0871 0.2988 6.5769 0.04
Br 3.5432 4.3633 -6.9066 0.60
C 4.5518 4.2490 -8.5600 -0.70
C 4.7660 2.8188 -8.9821 -0.70
Br 6.0999 1.9262 -7.8874 0.61
H 5.4869 4.7747 -8.3953 0.05
H 3.9644 4.7737 -9.3105 0.06
H 5.1394 2.7764 -10.0027 0.06
H 3.8544 2.2348 -8.8997 0.03
Br -3.1423 5.7110 6.9552 0.60
C -1.6717 5.1779 5.8014 -0.70
C -1.2687 6.2799 4.8586 -0.70
Br -2.5653 6.5403 3.4365 0.61
H -2.0077 4.2891 5.2779 -0.01
H -0.8476 4.9230 6.4633 0.06
H -0.3317 6.0264 4.3683 0.06
H -1.1717 7.2343 5.3661 0.04
```

=====

The following is a DFT calculation (ωB97M-V with the def2-TZVPD basis set) of C33H28CsN7O5 as an isolated structure.

- energy relative to the best compared isomer or geometry (same formula, charge and spin) (kJ/mol) = 14.35
- highest occupied orbital energy (eV) = -1.66
- LUMO level (eV) = 3.81
- total charge = -2

XYZ file:
```
74
Properties=species:S:1:pos:R:3:lowdin_charge:R:1
Cs -0.6126 0.9133 -0.1672 1.10
C 2.0612 3.2106 1.1268 -0.04
C 2.4253 2.1916 2.1593 -0.32
C 3.7584 1.8772 2.4283 -0.02
C 4.0421 0.8464 3.2998 -0.07
C 2.9938 0.1618 3.8963 -0.03
C 1.6964 0.5535 3.5919 -0.22
N 1.4189 1.5475 2.7505 0.17
C 0.5293 -0.1647 4.1791 -0.20
C 0.5789 -0.6577 5.4829 -0.03
C -0.5181 -1.3401 5.9766 -0.07
C -1.6206 -1.5146 5.1593 -0.03
C -1.5883 -0.9831 3.8712 -0.20
N -0.5375 -0.3159 3.3994 0.20
C -2.7455 -1.1565 2.9482 -0.23
C -3.4216 -2.3649 2.8888 -0.03
C -4.4683 -2.4863 1.9836 -0.07
C -4.7850 -1.4110 1.1858 -0.03
C -4.0480 -0.2294 1.3071 -0.33
C -4.3008 0.9169 0.3781 -0.04
N -3.0570 -0.1073 2.1859 0.17
H 2.7956 4.0116 1.0463 0.08
H 1.0754 3.6280 1.3224 0.08
H 2.0458 2.6713 0.1706 0.05
H 4.5447 2.4168 1.9169 0.11
H 5.0676 0.5555 3.4929 0.10
H 3.1762 -0.6875 4.5406 0.10
H 1.4538 -0.4860 6.0953 0.10
H -0.5178 -1.7215 6.9909 0.10
H -2.5056 -2.0288 5.5095 0.10
H -3.1062 -3.2009 3.4995 0.10
H -5.0022 -3.4238 1.8837 0.10
H -5.5568 -1.4768 0.4305 0.11
H -5.3662 1.0476 0.1813 0.08
H -3.8173 0.6546 -0.5695 0.06
H -3.8826 1.8434 0.7671 0.06
C -4.4190 -1.2164 -4.2463 -0.13
O -3.7454 -1.3127 -3.0246 -0.09
C -2.4216 -1.7075 -3.0832 -0.21
C -1.7820 -2.0879 -4.2397 -0.07
C -0.4272 -2.4588 -4.2150 -0.13
C 0.2632 -2.4349 -3.0230 -0.07
C -0.3704 -2.0623 -1.8298 -0.18
C 0.2896 -2.1327 -0.5114 -0.23
N 1.5001 -1.9478 -0.1491 0.01
N 2.4555 -1.6710 -1.1257 0.01
C 2.7173 -0.4005 -1.2652 -0.54
O 2.1525 0.5987 -0.7191 -0.26
C 3.8442 -0.1132 -2.2350 -0.13
C 4.1051 1.2034 -2.6006 -0.03
C 5.1316 1.5046 -3.4870 -0.11
C 5.9172 0.4910 -4.0177 -0.13
C 5.6633 -0.8283 -3.6571 -0.12
C 4.6355 -1.1268 -2.7753 -0.05
C -1.7455 -1.6745 -1.8125 -0.43
O -2.3434 -1.2709 -0.7595 -0.24
H -5.4188 -0.8457 -4.0211 0.08
H -4.5054 -2.1888 -4.7492 0.08
H -3.9230 -0.5180 -4.9306 0.09
H -2.3100 -2.0861 -5.1855 0.08
H 0.0706 -2.7356 -5.1365 0.08
H 1.3133 -2.6911 -2.9854 0.09
H -0.3961 -2.3371 0.3120 0.10
H 3.4780 1.9776 -2.1773 0.11
H 5.3131 2.5360 -3.7676 0.09
H 6.7187 0.7239 -4.7102 0.08
H 6.2705 -1.6275 -4.0690 0.08
H 4.4190 -2.1466 -2.4858 0.10
O -3.7716 4.5311 0.8716 -0.08
N -2.9684 4.9379 0.0734 -0.19
O -2.0670 4.0561 -0.2730 -0.16
N -0.5497 5.2762 -1.7867 -0.12
C 0.1022 5.9253 -2.5009 -0.32
H -1.4014 4.5703 -1.0111 -0.05
```

=====

The following is a DFT calculation (ωB97M-V with the def2-TZVPD basis set) of C36H31N5O2PtSTe as an isolated structure.

- energy relative to the best compared isomer or geometry (same formula, charge and spin) (kJ/mol) = 0.00
- highest occupied orbital energy (eV) = -7.25
- LUMO level (eV) = -1.06

XYZ file:
```
77
Properties=species:S:1:pos:R:3:lowdin_charge:R:1
Pt 0.5087 -1.6350 0.4898 1.00
N 4.2684 -1.3168 2.6360 0.09
C 3.0358 -1.5241 2.1229 -0.83
S 2.6061 -0.6298 0.6768 0.59
N 2.2564 -2.3941 2.7062 0.00
N 1.0853 -2.5774 2.0912 -0.25
C 0.2748 -3.5072 2.5250 -0.07
C -0.9628 -3.6505 1.8401 -0.25
C -1.9610 -4.5670 2.1954 -0.01
C -3.1437 -4.5900 1.4969 -0.05
C -3.3316 -3.6935 0.4425 -0.04
C -2.3066 -2.8312 0.1209 -0.09
N -1.1542 -2.8110 0.7849 -0.05
H 4.7217 -0.4543 2.3857 0.08
H 4.4047 -1.6478 3.5786 0.10
H 0.5654 -4.1111 3.3726 0.13
H -1.7654 -5.2370 3.0217 0.12
H -3.9248 -5.2913 1.7571 0.11
H -4.2597 -3.6702 -0.1085 0.11
H -2.3992 -2.1263 -0.6966 0.12
C -3.1143 1.7071 -5.1286 -0.05
C -2.2415 0.9698 -4.1447 -0.27
C -1.3847 -0.0396 -4.5603 0.02
C -0.5675 -0.7339 -3.6852 -0.06
C 0.2319 -1.8358 -4.3093 -0.30
O -0.2214 -2.4027 -5.2882 0.08
C 1.5917 -2.2257 -3.8286 -0.15
C 1.9868 -3.5451 -4.0366 -0.02
C 3.2636 -3.9617 -3.6990 -0.08
C 4.1654 -3.0532 -3.1656 -0.09
C 3.7871 -1.7307 -2.9823 -0.09
C 2.5071 -1.3160 -3.3092 -0.03
C -0.6078 -0.4618 -2.2719 -0.30
O 0.0605 -1.2245 -1.4830 -0.26
C -1.4603 0.6194 -1.8492 -0.08
C -2.2512 1.2774 -2.8011 0.01
C -1.5262 1.0896 -0.4636 -0.21
N -1.0486 0.4532 0.5436 0.06
C -1.1450 1.1110 1.8577 -0.33
C -0.3717 0.4088 2.9572 -0.52
Te -0.4612 1.5012 4.8183 1.24
C 1.4670 2.3394 4.4564 -0.56
C 1.6019 3.4724 3.6625 -0.14
C 2.8625 3.9775 3.3759 -0.09
C 3.9936 3.3629 3.8928 -0.09
C 3.8619 2.2262 4.6776 -0.10
C 2.6023 1.7100 4.9517 -0.16
C -2.1742 2.4332 -0.2645 -0.22
C -3.4001 2.5513 0.3812 -0.04
C -3.9740 3.7986 0.5760 -0.07
C -3.3348 4.9397 0.1137 -0.09
C -2.1188 4.8275 -0.5443 -0.07
C -1.5370 3.5816 -0.7244 -0.03
H -3.0079 1.2815 -6.1251 0.07
H -2.8423 2.7637 -5.1766 0.08
H -4.1659 1.6523 -4.8408 0.08
H -1.3332 -0.3105 -5.6082 0.12
H 1.2727 -4.2344 -4.4673 0.11
H 3.5600 -4.9893 -3.8681 0.10
H 5.1671 -3.3713 -2.9044 0.10
H 4.4934 -1.0189 -2.5783 0.10
H 2.2294 -0.2773 -3.1818 0.12
H -2.9227 2.0559 -2.4607 0.12
H -2.1955 1.1442 2.1596 0.10
H -0.7978 2.1474 1.7810 0.10
H 0.6864 0.3651 2.7208 0.01
H -0.7605 -0.5910 3.1321 0.03
H 0.7229 3.9661 3.2673 0.09
H 2.9595 4.8583 2.7542 0.10
H 4.9740 3.7746 3.6899 0.10
H 4.7435 1.7416 5.0808 0.10
H 2.5002 0.8175 5.5570 0.09
H -3.9216 1.6631 0.7177 0.12
H -4.9237 3.8807 1.0891 0.10
H -3.7878 5.9119 0.2585 0.10
H -1.6267 5.7123 -0.9274 0.10
H -0.5847 3.4951 -1.2337 0.13
```

=====

The following is a DFT calculation (ωB97M-V with the def2-TZVPD basis set) of C3H8N2O as an isolated structure.

- energy relative to the best compared isomer or geometry (same formula, charge and spin) (kJ/mol) = 439.23
- highest occupied orbital energy (eV) = -8.17
- LUMO level (eV) = 1.01

XYZ file:
```
14
Properties=species:S:1:pos:R:3:nbo_charge:R:1
C 0.8601 -0.2300 -0.8646 0.38
C 0.9996 -1.1983 0.2700 -0.69
N -0.8347 0.7335 -1.0573 -0.52
C -1.6871 0.7682 1.0944 -0.25
O 1.7666 0.7495 -0.9729 -0.65
N -0.7397 0.9532 0.2473 -0.28
H 1.8142 1.2352 -0.1370 0.49
H -1.7836 0.4256 -1.3250 0.31
H 0.7038 -0.6832 -1.8383 0.18
H 1.7984 -1.9065 0.0351 0.24
H 0.0579 -1.7207 0.4354 0.24
H 1.2539 -0.6828 1.1960 0.22
H -1.4949 0.9904 2.1344 0.18
H -2.7145 0.5660 0.7825 0.14
```